# 1
Density functional theory data (ωB97M-V with the def2-TZVPD basis set) for a molecular structure, C30H51BrMnN4P2.

XYZ file:
```
89
Properties=species:S:1:pos:R:3:forces:R:3:lowdin_spin:R:1
C 6.51336 -2.33523 -3.10116 0.4987 0.2724 -0.0483 0.028
C 6.75104 -1.27981 -2.19115 1.0257 -0.5943 -1.0735 -0.001
C 7.98621 -0.62159 -2.28684 0.1047 -0.2060 -0.1367 0.029
C 8.89016 -1.01358 -3.27766 0.0152 0.0234 0.1789 -0.006
N 8.66482 -2.02422 -4.12726 0.2004 0.6376 0.2115 0.030
C 7.50522 -2.65663 -4.04318 -0.6691 -0.1542 0.3940 -0.006
C 5.74293 -0.84539 -1.28002 -1.8380 -1.0302 -0.7969 0.079
C 4.45274 -0.83421 -1.13686 1.7355 0.3052 0.1463 -0.080
C 3.15543 -0.28897 -1.20272 -1.5679 0.3874 0.4193 0.190
C 2.11047 -0.50098 -2.15311 0.0492 -0.3026 -0.6711 -0.027
C 1.00348 0.28836 -2.19171 -0.4977 -0.1075 -0.3574 0.169
C 0.73727 1.33177 -1.14125 1.0478 0.2938 -0.9380 0.047
C 2.01933 1.76194 -0.54539 -0.0280 0.1478 0.3673 0.258
C 2.98058 0.81408 -0.32712 0.4952 -0.0026 0.2490 -0.016
Mn 5.35595 0.12935 0.36665 0.1747 -0.8098 -0.6693 3.965
P -0.21278 2.84298 -1.67762 -0.1456 -0.1282 -0.3161 0.003
H 8.24729 0.18242 -1.60099 -0.0688 -0.0960 -0.1778 0.002
H 5.59802 -2.91132 -3.07231 -0.0448 0.0943 0.0338 0.001
H 9.84614 -0.48333 -3.38160 -0.4077 -0.3191 0.0336 -0.001
H 7.34322 -3.46662 -4.76318 0.0197 0.2684 0.3310 -0.001
H 3.63502 0.90230 0.58649 -0.7329 0.7292 -0.8524 0.006
H 2.24359 -1.29939 -2.88766 -0.1580 0.3412 0.1750 -0.004
H 2.15605 2.80708 -0.28905 -0.1506 -0.5109 0.5260 0.009
H 0.22959 0.15194 -2.96530 0.5665 -0.2477 0.5619 0.007
C -1.51138 3.25020 -0.45876 0.0384 -0.2141 0.0141 0.000
C -1.98327 4.70405 -0.37621 0.0592 0.3048 -0.2232 0.000
H -1.13057 2.91101 0.51240 -0.0865 0.1081 -0.2011 0.000
H -2.35505 2.58393 -0.69505 0.2527 0.0563 0.0119 0.000
H -2.91188 4.73208 0.20549 0.2372 0.0154 -0.1273 0.000
H -1.25132 5.34137 0.13455 -0.1434 -0.1446 -0.1611 0.000
H -2.19433 5.13653 -1.36358 0.0217 -0.0760 0.3262 0.000
C 0.89823 4.25611 -1.93636 -0.0188 -0.0144 0.3822 0.000
C 2.05917 4.06872 -2.91469 0.3709 -0.0110 -0.3050 0.008
H 1.25888 4.55732 -0.94525 -0.0853 0.1359 -0.1495 0.000
H 0.24058 5.05627 -2.29753 0.0665 -0.0485 0.2298 0.000
H 2.71880 4.94775 -2.84108 -0.2408 -0.3159 -0.0529 0.000
H 2.67412 3.17933 -2.70230 -0.2677 0.2585 -0.0459 0.005
H 1.72276 4.01266 -3.96194 0.0488 -0.0357 0.4096 0.000
C -0.88919 2.49117 -3.30278 -0.0275 -0.2082 0.0578 0.001
C -1.78915 3.62667 -3.77927 -0.2954 0.1115 -0.2497 0.000
H -1.42009 1.53062 -3.24840 -0.0114 0.2406 -0.0798 0.000
H -0.02628 2.35784 -3.97200 -0.2097 -0.0434 0.1313 0.001
H -2.16247 3.37997 -4.77901 0.0119 0.1496 0.2223 0.000
H -2.65286 3.76332 -3.11405 0.2129 -0.0387 -0.2612 0.000
H -1.24333 4.57762 -3.85059 -0.1937 -0.2528 -0.0250 0.000
Br -0.23642 0.43329 0.34100 -0.2798 0.0551 0.6153 0.152
P 4.37354 2.07888 2.79501 -1.2970 1.9172 3.1529 0.023
C 3.23728 3.24591 1.92230 0.1965 0.0444 -0.3577 0.009
C 2.84471 4.43288 2.80065 0.0939 0.2414 0.1713 0.001
H 2.32571 2.70356 1.63580 0.3787 0.1211 0.1246 0.003
H 3.73197 3.60083 1.00682 -0.0694 0.0426 0.0336 0.000
H 2.34689 5.20835 2.20625 0.0456 -0.1288 0.1025 0.000
H 2.15108 4.12539 3.59358 0.2381 0.0646 -0.1312 0.000
H 3.73088 4.87806 3.26796 -0.2630 -0.0384 -0.0604 0.000
C 3.17035 0.74210 3.22249 0.3756 -0.6690 -0.4701 0.004
C 2.81684 0.87822 4.71286 0.0145 -0.2131 0.1622 0.001
H 3.65459 -0.22480 3.01826 -0.2982 -0.1109 0.1995 0.003
H 2.26596 0.79956 2.59221 0.3829 -0.0073 0.1045 0.000
H 1.91184 0.30960 4.95777 0.1881 0.0559 -0.1220 0.000
H 3.63625 0.49316 5.33026 -0.1708 0.1606 -0.0930 0.000
H 2.64610 1.92096 5.00679 0.0361 -0.1960 -0.1650 0.000
C 5.82338 1.73071 1.81450 0.7119 -0.7491 -1.3122 0.049
C 7.16564 2.45266 2.09952 -0.0686 0.0177 0.1967 0.007
H 5.50841 2.01040 0.77471 0.6016 0.1135 -0.1097 0.014
H 5.99521 0.60429 1.91520 0.5350 0.8032 0.9469 0.024
H 8.00890 1.87656 1.69679 -0.2766 0.0905 0.0365 0.001
H 7.16730 3.42338 1.59389 -0.0514 -0.1168 0.1926 0.002
H 7.35605 2.61517 3.17109 -0.3235 -0.1481 -0.3540 0.001
C 0.49655 -4.04391 2.58976 -0.0628 0.2386 -0.3264 0.000
N -0.65021 -3.87219 1.72102 0.0135 0.5061 -0.3496 0.000
C -1.62262 -4.94942 1.75059 -0.3674 -0.1938 0.1352 0.000
C -0.50882 -3.13197 0.55124 0.3979 -0.3455 0.1428 0.001
N 0.61023 -2.75144 0.01844 0.4172 0.3232 0.7235 0.000
N -1.68919 -2.82589 -0.09175 0.6295 0.0227 0.1485 0.001
C -2.92417 -2.62354 0.62979 -0.3014 -0.1858 0.2272 0.001
C -1.57727 -2.15842 -1.36420 0.0308 -0.2325 -0.2767 0.002
H 0.16836 -4.55025 3.49569 0.0895 0.1180 0.0041 0.000
H 0.90137 -3.06247 2.84456 0.0626 -0.0749 0.1269 0.000
H 1.28294 -4.63794 2.11592 0.1140 -0.1263 0.0494 0.000
H -2.50161 -4.66426 2.33397 -0.0400 -0.1872 -0.0340 0.000
H -1.94456 -5.23034 0.74359 0.0899 0.0332 0.1643 0.000
H -1.17266 -5.81695 2.23180 -0.0283 -0.0674 -0.1215 0.000
H 1.41669 -3.02302 0.59163 -0.5099 -0.2787 -0.3602 0.000
H -3.38417 -1.69117 0.29574 -0.0090 0.0248 0.0765 0.000
H -3.62326 -3.44066 0.42187 -0.0934 0.1665 0.1348 0.000
H -2.75250 -2.56945 1.71339 -0.0411 0.0284 -0.3797 0.000
H -1.49153 -1.07236 -1.22943 -0.1912 -0.1976 -0.2486 0.001
H -0.66049 -2.51037 -1.84886 -0.3957 0.0818 -0.0888 0.000
H -2.46716 -2.38706 -1.95419 0.1306 0.0273 -0.1052 0.000
```
Positions in Å, forces in eV/Å.

Summary:
multiplicity: 6
total charge: +2
energy above the lowest of the compared OMol25 structures with the same formula, charge and spin: 0.00 kcal/mol
DFT total energy: -157817.0126 eV
HOMO level (alpha / beta): -12.3 / -12.3 eV


# 2
Density functional theory data (ωB97M-V with the def2-TZVPD basis set) for a molecular structure, C44H40BrCoFN6.

XYZ file:
```
93
Properties=species:S:1:pos:R:3:forces:R:3:lowdin_spin:R:1
Co -0.49285 -0.05911 -0.07140 -0.7515 0.1877 0.2504 1.763
C 1.68870 2.40772 4.00166 0.0404 -0.0096 0.0037 -0.001
C 0.22216 2.48995 3.56038 0.0002 -0.0565 0.0775 -0.005
C -0.60557 3.14365 4.67201 -0.0143 -0.0121 0.0163 -0.002
C 0.04263 3.23132 2.24763 -0.0130 0.1108 0.1133 -0.009
C 0.64443 4.47625 2.11714 0.0291 0.0418 -0.0293 0.103
C 0.59061 5.18132 0.92047 -0.0150 -0.0359 0.0344 -0.008
C -0.13540 4.67547 -0.13135 -0.0174 -0.0382 0.0104 0.085
C -0.85134 3.45327 -0.03445 -0.0661 0.0248 -0.0494 0.019
C -1.71220 3.08532 -1.11981 0.0204 0.1175 0.0145 0.436
C -0.83867 0.77238 -2.67110 0.0167 0.1442 -0.0834 0.021
C -3.66691 1.65462 -2.00260 -0.0233 -0.0193 -0.0295 0.010
C -0.67211 2.67693 1.16884 -0.2714 0.0396 -0.0877 0.096
N -1.12371 1.34610 1.27419 0.2747 0.0025 -0.0662 0.076
C -2.11378 1.07795 2.18219 -0.1314 0.0447 -0.1104 0.007
C -3.08263 2.01741 2.58312 -0.0021 0.0523 -0.0182 0.005
C -4.10709 1.69314 3.45964 0.0187 -0.0547 0.0048 0.000
C -4.22682 0.40995 3.97447 0.0424 0.0358 -0.0346 0.005
C -3.29124 -0.54738 3.59515 -0.0086 -0.0097 0.0092 -0.001
C -2.28268 -0.19732 2.73212 0.0355 -0.1752 0.0108 0.004
F -1.36576 -1.15956 2.38862 -0.0300 0.0868 0.0563 0.006
H 1.79428 1.66284 4.79310 -0.0091 0.0126 0.0406 0.000
H 2.03312 3.36065 4.40996 0.0140 0.0268 -0.0135 0.000
H 2.35550 2.13558 3.18217 -0.1347 0.0130 0.2154 0.000
H -0.13773 1.47042 3.42550 0.0585 0.0127 -0.0218 0.000
H -0.28219 4.17587 4.82567 0.0049 0.0165 0.0102 0.000
H -0.46775 2.60718 5.61334 -0.0030 -0.0080 0.0068 0.000
H -1.67023 3.15027 4.43871 0.0523 -0.0027 -0.0057 0.000
H 1.20515 4.88317 2.94984 0.0078 -0.0014 0.0143 0.007
H 1.10540 6.12838 0.82036 0.0091 0.0053 -0.0088 -0.003
H -0.17666 5.23908 -1.05162 0.0052 0.0131 -0.0203 0.006
H -1.93096 4.99068 -2.07997 0.0372 0.0142 0.0184 0.011
H -0.53166 -0.22085 -3.00056 0.0572 0.0273 0.0523 0.002
H 0.40044 2.14950 -1.63122 0.0398 -0.0709 -0.0165 0.002
H -1.54113 1.15178 -3.41526 -0.0243 -0.0558 -0.0335 0.001
H -4.15018 0.69588 -1.81292 -0.0001 -0.0025 -0.0003 0.001
H -3.45916 1.71251 -3.07143 0.0381 0.0106 0.0098 0.000
H -4.37588 2.44784 -1.75830 -0.0132 -0.0024 0.0049 0.001
H -3.00892 3.02291 2.18422 -0.0016 -0.0091 0.0044 0.000
H -4.82559 2.45508 3.73446 -0.0029 0.0033 0.0022 0.000
H -5.02679 0.15249 4.65398 -0.0032 -0.0023 0.0024 0.000
H -3.32750 -1.56294 3.96765 -0.0069 -0.0050 0.0097 0.000
Br 7.62016 -2.06910 -1.26787 0.0369 -0.0177 0.0106 0.000
C 5.87629 -1.36885 -1.48874 -0.0355 0.0072 -0.0040 0.001
C 5.71415 -0.05509 -1.89187 -0.0563 0.0095 -0.0003 0.000
C 4.43340 0.45671 -2.03915 0.0988 -0.0077 0.0139 0.001
C 3.31818 -0.33953 -1.79620 -0.1796 0.0711 -0.0308 0.000
C 3.50391 -1.64866 -1.36181 0.0019 -0.0601 -0.0414 0.001
C 4.77877 -2.17251 -1.22311 -0.0314 0.0384 -0.0030 0.000
N 2.00304 0.18175 -1.86823 0.0551 -0.1749 -0.1473 0.010
C 1.70037 1.03302 -2.75780 0.1871 0.1972 0.2146 0.002
C 0.39205 1.75206 -2.64799 -0.0942 0.0044 -0.1235 0.017
C 0.24687 2.94432 -3.54995 0.0468 0.0085 0.0773 0.000
C -0.68426 3.87994 -3.38872 -0.0111 0.0344 0.0397 0.027
C -1.80168 3.94056 -2.35845 -0.0090 -0.0177 -0.0232 0.058
C -2.43975 1.76615 -1.10113 0.1301 -0.0388 0.0203 0.053
N -1.45793 0.70208 -1.37227 0.0271 -0.1842 0.0815 0.213
H 6.57735 0.56917 -2.07494 0.0100 0.0050 0.0052 0.000
H 4.30122 1.49540 -2.31126 0.0148 0.0270 0.0154 0.000
H 2.64225 -2.26081 -1.13056 -0.0809 0.0054 -0.0370 0.000
H 4.91861 -3.19568 -0.90397 0.0091 -0.0187 0.0101 0.000
H 2.41605 1.33603 -3.53485 -0.0666 -0.0743 -0.0452 0.001
H 0.96569 3.06783 -4.35522 -0.0246 -0.0250 -0.0496 0.000
H -0.68504 4.70943 -4.09019 -0.0345 -0.0128 -0.0190 0.002
H -2.72261 3.69076 -2.89298 0.0117 0.0402 0.0200 0.003
H -2.80626 1.59526 -0.09552 -0.0134 -0.0029 0.0303 0.007
N -2.77582 -6.57420 -2.50065 -0.0078 -0.0467 -0.0152 0.000
C -2.40697 -5.54827 -2.13728 0.0342 0.1368 0.0464 0.000
C -1.94504 -4.26309 -1.67926 -0.0376 -0.0766 -0.0395 0.000
C -0.81553 -3.68552 -2.24882 0.0584 0.0116 -0.0256 -0.001
C -0.37497 -2.44788 -1.79968 -0.0531 -0.1492 -0.0102 0.002
C -1.04610 -1.77421 -0.78687 0.4236 0.0980 0.1891 -0.049
C -2.18204 -2.35930 -0.22836 -0.0565 0.0025 -0.0244 -0.007
C -2.63204 -3.59205 -0.66877 -0.0152 -0.0228 0.0595 -0.004
H -0.28812 -4.20352 -3.03962 -0.0040 -0.0090 0.0039 0.000
H 0.49588 -2.00323 -2.25898 0.1499 0.0122 -0.0299 0.000
H -2.73683 -1.85016 0.55096 0.0026 -0.0105 -0.0545 0.000
H -3.51802 -4.03755 -0.23547 -0.0010 -0.0139 -0.0065 -0.001
N 2.73410 -1.58430 2.07077 0.0293 0.0261 0.1054 0.002
C 1.47650 -1.63516 1.58108 0.0116 -0.0132 -0.1120 0.006
N 1.12082 -0.51307 1.01937 0.0623 0.0080 -0.1710 0.006
C 2.20655 0.35550 1.15522 -0.1166 -0.0241 0.1128 -0.001
C 2.36438 1.68531 0.76994 0.0891 -0.0446 -0.1503 0.003
C 3.57361 2.28492 1.04735 0.0956 -0.0528 -0.1136 0.001
C 4.60955 1.58996 1.69558 -0.0070 0.0269 -0.0463 0.000
C 4.45869 0.27927 2.09643 -0.0364 0.0102 0.0124 0.000
C 3.23190 -0.31549 1.81718 0.0460 -0.1121 0.0176 0.000
H 3.20206 -2.33317 2.55042 -0.0036 0.0255 -0.0020 0.000
H 0.84937 -2.50852 1.65272 -0.0159 -0.0297 -0.0242 0.000
H 1.55891 2.24296 0.31306 0.0777 -0.0390 -0.0937 0.002
H 3.72110 3.32227 0.77726 -0.0003 0.0059 -0.0017 0.000
H 5.54314 2.09855 1.89534 0.0069 0.0103 -0.0010 0.000
H 5.24964 -0.25228 2.60737 0.0163 -0.0155 -0.0042 0.000
```
Positions in Å, forces in eV/Å.

Summary:
multiplicity: 4
energy above the lowest of the compared OMol25 structures with the same formula, charge and spin: 0.00 kcal/mol
DFT total energy: -165602.2429 eV
HOMO level (alpha / beta): -6.4 / -7.0 eV


# 3
Density functional theory data (ωB97M-V with the def2-TZVPD basis set) for C2H3ClS2 in the gas phase.

XYZ file:
```
8
Properties=species:S:1:pos:R:3:forces:R:3:lowdin_charge:R:1
S -3.54135 0.88963 -0.53272 0.5020 -0.4214 0.3786 0.637
C -2.06836 0.38460 -0.15295 1.5865 1.4219 0.7119 -1.024
S -0.81356 1.12259 0.97140 -1.0874 -0.6790 -0.6365 0.753
C 0.67159 0.36497 0.21626 0.0446 0.1160 1.9504 -0.926
Cl 1.43018 1.57312 -0.84044 0.4191 -0.3500 0.1348 0.505
H -1.41451 -0.35580 -0.58411 -0.9075 -0.8220 -0.8197 -0.024
H 1.28997 -0.00364 1.09912 -0.2631 0.9673 -1.3763 0.062
H 0.44825 -0.51604 -0.35783 -0.2941 -0.2328 -0.3433 0.015
```
Positions in Å, forces in eV/Å.

Summary:
energy above the lowest of the compared OMol25 structures with the same formula, charge and spin: 18.82 kcal/mol
DFT total energy: -36314.3218 eV
HOMO level: -9.1 eV